{
  "formula": "C5H8O2",
  "method": "ωB97M-V with the def2-TZVPD basis set",
  "max_force_ev_per_a": 0.56,
  "homo_ev": -9.05,
  "total_charge": 0,
  "spin_multiplicity": 1,
  "lumo_energy_ev": 0.799,
  "symbols": ["C", "C", "O", "C", "C", "C", "O", "H", "H", "H", "H", "H", "H", "H", "H"],
  "positions_angstrom": [[-1.796, -0.279, -0.315], [-0.687, 0.748, -0.095], [-0.425, 0.858, 1.329], [0.898, 0.409, 1.132], [0.981, -0.936, 0.411], [0.811, 0.343, -0.347], [1.626, 0.903, -1.315], [-1.350, -1.274, -0.420], [-2.427, -0.346, 0.579], [-2.425, -0.074, -1.184], [-0.892, 1.732, -0.532], [1.657, 0.774, 1.815], [0.132, -1.615, 0.377], [1.931, -1.458, 0.464], [1.966, 0.215, -1.901]],
  "forces_ev_per_angstrom": [[0.074, -0.076, -0.167], [0.004, -0.098, -0.344], [-0.035, -0.082, 0.100], [0.348, 0.000, 0.214], [-0.036, -0.216, 0.019], [-0.391, -0.055, 0.215], [-0.038, -0.200, -0.054], [-0.357, 0.177, -0.247], [0.084, 0.281, -0.216], [0.134, 0.039, 0.058], [-0.079, -0.129, 0.162], [0.002, -0.142, -0.165], [0.353, 0.030, 0.432], [0.130, 0.404, -0.138], [-0.192, 0.068, 0.131]]
}


{
  "formula": "C3H3I",
  "method": "ωB97M-V with the def2-TZVPD basis set",
  "max_force_ev_per_a": 4.57,
  "homo_ev": -8.99,
  "total_charge": 0,
  "smiles": "IC1C=C1",
  "spin_multiplicity": 1,
  "lumo_energy_ev": 0.494,
  "symbols": ["I", "C", "C", "C", "H", "H", "H"],
  "positions_angstrom": [[0.199, 0.758, 2.545], [0.023, 0.596, 0.220], [-0.698, -0.540, -0.464], [0.605, -0.528, -0.547], [0.057, 1.576, -0.013], [-1.633, -0.908, -0.753], [1.446, -0.955, -0.988]],
  "forces_ev_per_angstrom": [[-0.098, -0.309, -1.258], [-0.160, -4.438, 1.094], [1.961, 1.872, 0.914], [-1.857, 0.986, 0.809], [-0.076, 2.951, -1.004], [-1.020, -0.522, -0.192], [1.249, -0.540, -0.363]]
}


{
  "formula": "C45H37BF4N2O4P2S2Sc",
  "method": "ωB97M-V with the def2-TZVPD basis set",
  "max_force_ev_per_a": 0.51,
  "homo_ev": -4.41,
  "total_charge": -1,
  "spin_multiplicity": 1,
  "lumo_energy_ev": 1.417,
  "symbols": ["Sc", "S", "P", "C", "P", "S", "C", "C", "C", "C", "C", "C", "C", "C", "C", "C", "C", "C", "C", "C", "C", "C", "C", "C", "C", "C", "C", "C", "C", "C", "H", "H", "H", "H", "H", "H", "H", "H", "H", "H", "H", "H", "H", "H", "H", "H", "H", "H", "H", "H", "O", "C", "O", "C", "C", "C", "C", "C", "N", "H", "H", "H", "H", "C", "O", "C", "C", "C", "C", "C", "C", "N", "C", "C", "C", "C", "C", "C", "C", "O", "H", "H", "H", "H", "H", "H", "H", "H", "H", "H", "H", "H", "H", "F", "B", "F", "F", "F"],
  "positions_angstrom": [[-1.410, -1.518, -0.094], [0.566, -0.541, 2.002], [-0.675, 1.004, 1.579], [-1.721, 0.634, 0.324], [-2.117, 1.646, -0.996], [-0.977, 1.642, -2.630], [-2.331, 3.387, -0.430], [-1.498, 4.396, -0.898], [-1.618, 5.691, -0.410], [-2.578, 5.991, 0.545], [-3.429, 4.992, 1.002], [-3.307, 3.700, 0.513], [-3.837, 1.219, -1.457], [-4.370, 1.681, -2.657], [-5.685, 1.398, -2.993], [-6.475, 0.639, -2.138], [-5.946, 0.166, -0.947], [-4.632, 0.459, -0.605], [0.333, 2.506, 1.298], [0.274, 3.642, 2.098], [1.059, 4.750, 1.802], [1.902, 4.734, 0.702], [1.950, 3.610, -0.115], [1.169, 2.505, 0.181], [-1.518, 1.369, 3.162], [-0.795, 1.554, 4.340], [-1.451, 1.853, 5.522], [-2.839, 1.953, 5.543], [-3.564, 1.743, 4.381], [-2.902, 1.452, 3.193], [-0.756, 4.148, -1.647], [-0.952, 6.464, -0.773], [-2.670, 7.000, 0.928], [-4.191, 5.220, 1.738], [-3.984, 2.929, 0.860], [-3.734, 2.244, -3.330], [-6.091, 1.756, -3.931], [-7.498, 0.405, -2.409], [-6.547, -0.448, -0.287], [-4.205, 0.074, 0.314], [-0.397, 3.674, 2.947], [0.997, 5.633, 2.426], [2.507, 5.602, 0.468], [2.575, 3.603, -1.000], [1.159, 1.655, -0.490], [0.283, 1.449, 4.321], [-0.884, 1.997, 6.433], [-3.352, 2.179, 6.470], [-4.645, 1.796, 4.397], [-3.449, 1.253, 2.280], [-3.367, -3.833, 2.762], [-2.584, -3.354, 1.966], [-2.752, -2.327, 1.209], [-1.204, -3.985, 1.806], [-0.822, -5.122, 2.501], [0.455, -5.614, 2.305], [1.306, -4.955, 1.426], [0.844, -3.828, 0.774], [-0.387, -3.359, 0.964], [-1.535, -5.577, 3.175], [0.790, -6.498, 2.832], [2.317, -5.302, 1.256], [1.469, -3.266, 0.088], [4.187, -4.449, -1.550], [4.177, -3.276, -0.752], [5.273, -2.487, -0.772], [6.523, -2.885, -1.226], [7.594, -2.000, -1.174], [7.432, -0.718, -0.679], [6.176, -0.308, -0.251], [5.102, -1.176, -0.303], [3.810, -0.756, 0.113], [2.695, -0.822, -0.592], [2.473, -1.111, -1.936], [3.441, -1.148, -2.982], [3.044, -1.332, -4.268], [1.659, -1.484, -4.566], [0.698, -1.459, -3.605], [1.073, -1.305, -2.238], [0.230, -1.353, -1.293], [3.173, -4.840, -1.521], [4.877, -5.197, -1.151], [4.452, -4.211, -2.583], [6.669, -3.883, -1.613], [8.564, -2.326, -1.527], [8.268, -0.034, -0.640], [6.011, 0.700, 0.108], [3.680, -0.491, 1.083], [1.811, -0.634, 0.016], [4.488, -0.991, -2.758], [3.769, -1.338, -5.071], [1.362, -1.614, -5.600], [-0.352, -1.567, -3.836], [-1.493, -3.647, -1.534], [-2.549, -3.130, -2.330], [-2.206, -3.073, -3.659], [-3.725, -3.785, -2.097], [-2.658, -1.743, -1.805]],
  "forces_ev_per_angstrom": [[0.312, 0.296, 0.273], [-0.201, -0.055, 0.097], [-0.012, 0.081, 0.002], [0.117, -0.222, -0.211], [-0.085, 0.051, -0.048], [-0.014, -0.015, 0.035], [0.049, 0.011, -0.011], [-0.003, 0.005, 0.009], [-0.005, -0.004, 0.013], [0.007, 0.001, -0.006], [-0.008, -0.009, -0.001], [0.003, -0.003, 0.015], [-0.012, 0.009, 0.055], [-0.008, -0.002, 0.002], [0.014, 0.013, -0.014], [-0.001, -0.010, 0.009], [0.005, 0.002, -0.009], [-0.004, 0.012, -0.030], [-0.005, 0.005, 0.039], [0.023, 0.023, -0.031], [-0.008, -0.003, -0.007], [0.006, 0.004, -0.010], [-0.001, -0.009, 0.007], [-0.006, 0.000, 0.007], [-0.027, 0.027, -0.012], [-0.047, -0.013, 0.005], [0.028, -0.013, 0.003], [-0.004, -0.002, -0.005], [0.001, -0.009, -0.004], [0.011, -0.043, 0.025], [0.003, -0.005, 0.004], [0.000, 0.004, 0.000], [0.001, 0.001, 0.001], [0.000, -0.002, 0.000], [0.013, -0.014, 0.017], [-0.003, 0.001, -0.005], [0.001, 0.001, -0.002], [-0.001, -0.001, 0.000], [-0.002, -0.001, 0.000], [-0.010, -0.007, -0.007], [0.009, 0.023, -0.024], [0.000, 0.002, 0.001], [0.000, 0.002, 0.000], [0.001, -0.005, 0.001], [0.007, -0.039, -0.014], [0.009, 0.005, 0.014], [-0.003, 0.002, 0.003], [0.000, 0.002, 0.000], [0.001, -0.004, -0.001], [-0.016, 0.020, -0.025], [-0.013, -0.028, -0.015], [0.083, 0.011, 0.005], [-0.173, -0.100, 0.063], [-0.004, 0.033, -0.010], [-0.002, 0.009, 0.018], [0.002, 0.001, 0.000], [0.025, -0.004, 0.003], [-0.017, 0.008, 0.045], [0.025, 0.000, -0.126], [-0.004, 0.000, -0.004], [0.001, 0.000, -0.002], [0.002, 0.003, -0.011], [-0.003, -0.031, -0.015], [-0.015, -0.029, -0.017], [0.053, -0.015, 0.038], [0.003, -0.004, 0.024], [0.010, 0.007, 0.003], [-0.002, -0.011, -0.009], [0.003, 0.011, 0.007], [0.006, 0.007, 0.014], [-0.016, -0.033, 0.021], [0.049, 0.000, -0.028], [-0.004, -0.066, -0.030], [-0.100, 0.055, -0.002], [-0.002, -0.002, -0.070], [0.048, 0.001, 0.021], [-0.056, 0.002, 0.019], [0.010, -0.028, -0.087], [0.093, 0.135, 0.212], [0.071, -0.214, -0.309], [-0.003, 0.004, 0.006], [0.003, 0.002, 0.008], [0.001, 0.007, -0.001], [-0.005, -0.004, 0.003], [0.001, -0.001, 0.002], [-0.002, 0.002, -0.002], [0.000, 0.000, -0.001], [0.007, 0.021, -0.013], [-0.019, 0.060, -0.007], [-0.028, 0.017, -0.025], [0.006, 0.003, 0.000], [-0.003, 0.000, -0.002], [-0.023, -0.011, 0.016], [-0.022, -0.036, 0.024], [-0.072, 0.030, 0.040], [0.053, 0.027, 0.000], [-0.004, -0.005, -0.011], [-0.099, 0.053, 0.043]]
}


{
  "formula": "C5H5PS",
  "method": "ωB97M-V with the def2-TZVPD basis set",
  "max_force_ev_per_a": 7.27,
  "homo_ev": -8.55,
  "total_charge": 0,
  "smiles": "C=Pc1ccsc1",
  "spin_multiplicity": 1,
  "lumo_energy_ev": 0.189,
  "symbols": ["C", "P", "C", "C", "C", "S", "C", "H", "H", "H", "H", "H"],
  "positions_angstrom": [[-2.698, -0.085, 0.561], [-1.546, -1.201, 0.220], [0.043, -0.370, -0.023], [0.623, 0.834, -0.547], [1.994, 0.885, -0.477], [2.677, -0.567, 0.066], [1.172, -1.308, 0.332], [-3.681, -0.366, 0.516], [-2.452, 1.033, 0.781], [0.179, 1.724, -1.026], [2.445, 1.670, -1.056], [1.245, -2.248, 0.653]],
  "forces_ev_per_angstrom": [[2.976, 3.284, 0.280], [0.088, -0.238, -0.526], [3.214, -2.540, 1.010], [-0.053, 0.184, 0.407], [-1.143, -0.171, -0.929], [-0.028, 0.167, 0.021], [-1.950, 6.592, -2.361], [-2.386, -0.639, 0.319], [-0.635, -2.093, -0.591], [-0.485, -0.916, 0.542], [0.945, -0.001, 0.434], [-0.544, -3.629, 1.392]]
}


{
  "formula": "C5H10N2O",
  "method": "ωB97M-V with the def2-TZVPD basis set",
  "max_force_ev_per_a": 1.94,
  "homo_ev": -8.86,
  "total_charge": 0,
  "smiles": "NC(=O)[C@@H]1CCCN1",
  "spin_multiplicity": 1,
  "lumo_energy_ev": 0.876,
  "symbols": ["N", "C", "O", "C", "C", "C", "C", "N", "H", "H", "H", "H", "H", "H", "H", "H", "H", "H"],
  "positions_angstrom": [[-0.111, -0.807, -2.346], [-0.646, 0.298, -1.751], [-1.009, 1.230, -2.457], [-0.866, 0.187, -0.262], [0.067, 1.244, 0.447], [0.597, 0.512, 1.681], [0.695, -0.916, 1.205], [-0.434, -1.107, 0.313], [0.260, -1.548, -1.783], [0.404, -0.612, -3.188], [-1.910, 0.382, -0.034], [-0.555, 2.123, 0.599], [0.839, 1.623, -0.229], [1.538, 0.978, 1.999], [0.033, 0.696, 2.606], [1.605, -0.960, 0.597], [0.692, -1.595, 2.052], [-1.199, -1.730, 0.551]],
  "forces_ev_per_angstrom": [[0.759, -0.022, -0.106], [-0.914, -0.473, -1.421], [0.321, 0.185, 1.077], [1.158, -0.085, 0.824], [-1.244, 0.133, -0.428], [0.479, 1.789, 0.563], [-0.141, 0.367, 0.121], [-0.785, 0.057, -0.865], [-0.018, -0.052, 0.441], [-0.279, -0.037, -0.311], [-0.129, 0.116, -0.085], [0.092, 0.084, 0.551], [0.193, -0.513, 0.089], [0.320, -0.448, -0.423], [-0.700, -0.502, -0.510], [0.197, -0.515, 0.344], [0.200, -0.421, -0.223], [0.493, 0.337, 0.363]]
}


{
  "formula": "C9H21P",
  "method": "ωB97M-V with the def2-TZVPD basis set",
  "max_force_ev_per_a": 3.70,
  "homo_ev": -9.11,
  "total_charge": 0,
  "smiles": "C=CCCC.CCPCC",
  "spin_multiplicity": 1,
  "lumo_energy_ev": 0.971,
  "symbols": ["C", "C", "C", "C", "C", "H", "H", "H", "H", "H", "H", "H", "H", "H", "H", "C", "C", "P", "C", "C", "H", "H", "H", "H", "H", "H", "H", "H", "H", "H", "H"],
  "positions_angstrom": [[1.587, 1.008, 4.747], [1.026, -0.050, 4.123], [-0.202, 0.076, 3.210], [0.065, -0.707, 1.882], [0.333, -2.189, 2.015], [1.464, 2.027, 4.470], [2.300, 0.790, 5.533], [1.238, -1.132, 4.159], [-0.353, 1.164, 2.846], [-1.080, -0.293, 3.716], [-0.797, -0.602, 1.242], [0.878, -0.379, 1.239], [1.107, -2.332, 2.870], [0.697, -2.601, 1.025], [-0.564, -2.666, 2.384], [1.082, 2.261, -3.618], [-0.382, 1.921, -3.210], [-0.297, 1.250, -1.446], [0.443, -0.393, -1.832], [-0.262, -1.159, -2.936], [0.990, 3.050, -4.308], [1.507, 2.619, -2.714], [1.818, 1.343, -3.873], [-0.823, 1.142, -3.901], [-0.992, 2.792, -3.073], [-1.666, 0.668, -1.532], [1.467, -0.091, -2.250], [0.330, -0.747, -0.837], [0.111, -2.277, -2.924], [-1.319, -1.247, -2.874], [0.156, -0.700, -3.817]],
  "forces_ev_per_angstrom": [[0.455, -2.759, -0.125], [-1.643, 1.143, -0.442], [2.219, 1.722, -2.234], [-0.424, -0.303, -0.138], [1.402, -0.374, 1.203], [-0.714, 0.566, -0.049], [0.366, 0.228, -0.155], [0.599, 0.931, 1.223], [-0.004, -1.536, 1.045], [-0.368, -0.129, 0.104], [-0.602, 0.172, -0.236], [0.341, 1.062, 0.576], [-0.945, -0.255, -1.912], [-0.440, 0.143, 1.378], [-0.241, -0.593, -0.207], [0.002, -2.561, 0.639], [0.905, -2.144, 0.264], [-1.908, -0.370, -1.439], [0.427, 1.717, -1.186], [2.481, -2.667, 0.668], [0.795, 0.645, -1.302], [0.812, 0.859, 0.727], [-2.106, 2.088, -0.074], [0.102, 1.254, 0.762], [-0.293, 0.591, -0.651], [0.889, 0.695, 0.512], [-0.922, -1.041, 1.456], [0.947, -1.358, 0.691], [-0.521, 2.014, -0.165], [-0.945, 0.495, -0.084], [-0.665, -0.236, -0.850]]
}


{
  "formula": "C14H10ClF9IrO",
  "method": "ωB97M-V with the def2-TZVPD basis set",
  "max_force_ev_per_a": 8.67,
  "homo_ev": [-7.32, -8.15],
  "total_charge": 0,
  "spin_multiplicity": 6,
  "lumo_energy_ev": [0.148, -4.147],
  "symbols": ["C", "C", "C", "H", "C", "C", "H", "H", "H", "H", "Ir", "Cl", "C", "C", "C", "H", "C", "C", "H", "H", "H", "H", "F", "C", "F", "F", "C", "O", "C", "F", "F", "F", "C", "F", "F", "F"],
  "positions_angstrom": [[-2.998, -0.833, -1.092], [-2.766, -1.010, -2.597], [-2.437, 0.322, -3.110], [-2.664, -1.972, -3.083], [-2.450, 1.274, -2.043], [-2.747, 0.605, -0.811], [-2.857, 1.034, 0.182], [-3.131, -1.615, -0.358], [-2.168, 0.527, -4.165], [-2.364, 2.347, -2.143], [-1.111, -0.395, -1.600], [0.143, -2.248, -1.453], [3.395, -0.201, -0.618], [2.152, 0.388, -0.925], [1.802, 0.060, -2.263], [1.412, 0.753, -0.258], [2.843, -0.573, -2.889], [3.875, -0.648, -1.873], [4.881, -0.994, -2.042], [3.842, -0.234, 0.345], [0.920, 0.531, -2.768], [2.855, -0.948, -3.902], [-0.810, 2.563, 2.075], [-1.056, 1.415, 2.759], [-0.956, 1.701, 4.096], [-2.326, 1.049, 2.511], [-0.042, 0.247, 2.253], [-0.128, 0.106, 0.967], [1.455, 0.608, 2.918], [1.424, 0.672, 4.276], [2.371, -0.359, 2.575], [1.916, 1.783, 2.445], [-0.467, -1.173, 3.011], [-0.664, -1.031, 4.329], [-1.631, -1.632, 2.445], [0.486, -2.119, 2.806]],
  "forces_ev_per_angstrom": [[-1.613, 0.732, -1.623], [-2.300, 0.816, 1.240], [-1.011, -0.508, -1.564], [-0.371, 0.272, -0.190], [-1.382, 0.309, 0.153], [-2.338, -0.463, 0.295], [0.130, 0.020, -0.395], [-0.342, 0.136, -0.083], [-0.303, -0.093, 0.962], [0.382, -0.166, -0.032], [8.359, -1.283, 1.921], [0.121, -0.354, 0.135], [-1.057, 0.950, -1.791], [0.944, -1.402, 1.169], [-0.188, 1.230, -2.565], [-0.084, 0.610, 0.641], [-0.751, 0.609, 0.654], [0.384, -0.597, 0.895], [0.113, -0.258, -0.066], [0.504, 0.036, 0.335], [0.805, -0.728, 0.308], [0.256, 0.146, 0.079], [-0.241, -0.889, 0.468], [0.872, -0.032, 0.541], [-0.236, -0.197, -1.418], [0.383, 0.211, 0.068], [-0.872, -0.356, 3.345], [0.952, 0.222, -1.171], [0.392, -0.694, -0.630], [-0.057, -0.106, -1.555], [-1.150, 1.262, 0.341], [-0.456, -0.762, 0.318], [0.010, 0.322, -0.997], [0.012, -0.210, -0.649], [1.141, 0.398, 0.627], [-1.009, 0.814, 0.233]]
}


{
  "formula": "C2H2NOS2",
  "method": "ωB97M-V with the def2-TZVPD basis set",
  "max_force_ev_per_a": 4.28,
  "homo_ev": -4.01,
  "total_charge": -1,
  "spin_multiplicity": 1,
  "lumo_energy_ev": 3.182,
  "symbols": ["C", "C", "N", "O", "S", "S", "H", "H"],
  "positions_angstrom": [[-0.215, -0.204, 0.865], [-2.490, -0.821, 1.918], [-1.661, -0.261, 1.272], [0.417, -1.254, 0.984], [-0.057, 0.559, -1.298], [-3.611, -1.430, 2.781], [0.336, 0.787, 1.383], [1.127, 0.227, -1.142]],
  "forces_ev_per_angstrom": [[2.503, 1.331, 1.888], [3.100, 1.943, -2.222], [-0.553, -0.172, -0.005], [-0.568, 0.186, -0.435], [-3.659, 0.749, 0.337], [-2.092, -1.221, 1.529], [-1.973, -1.892, -1.479], [3.241, -0.924, 0.386]]
}